# 1
This record from the Open Molecules 2025 dataset describes a gas-phase ion, C4H10N4O2 (charge +2) in a non-equilibrium geometry. The level of theory is ωB97M-V with the def2-TZVPD basis set.

Cartesian coordinates (Å):
1 N -0.53262 -1.93208 0.91728
2 C -0.14033 -0.53466 0.70859
3 C 0.01870 0.14327 -0.44991
4 N -0.19775 -0.24569 -1.77963
5 C 0.47010 1.61255 -0.43144
6 O 1.55411 1.61408 -1.30734
7 O -0.53608 2.28726 -1.05558
8 N 0.81381 2.09320 0.86203
9 C 0.59942 1.45244 1.87863
10 N 0.28591 0.11130 1.93013
11 H -0.49180 -2.53958 0.05620
12 H -1.62443 -1.96421 1.08070
13 H 0.07179 -2.51770 1.53120
14 H 0.66696 0.00127 -2.42476
15 H -0.92267 0.25430 -2.29127
16 H -0.36010 -1.26656 -2.02741
17 H 2.11537 2.36499 -1.06151
18 H -1.06234 2.76607 -0.44097
19 H 0.79716 1.97548 2.77083
20 H 0.18620 -0.40799 2.79759

Computed properties:
spin multiplicity = 1
HOMO energy = -17.64 eV
energy relative to the best compared isomer or geometry (same formula, charge and spin) = 1.028 eV
E_tot = -14346.385 eV
E_LUMO = -8.242 eV
net charge = +2

***

# 2
This record from the Open Molecules 2025 dataset describes a molecular structure, C4H10N4O7SV in a non-equilibrium geometry. The level of theory is ωB97M-V with the def2-TZVPD basis set.

Cartesian coordinates (Å):
1 V 0.32683 -0.93676 0.07964
2 N 0.08539 -1.91758 -1.97642
3 C -0.99903 -1.27450 -2.71819
4 C -2.02799 -0.63350 -1.75416
5 O -3.16908 -0.39797 -2.18110
6 N -1.56925 -0.40191 -0.52806
7 C -2.30770 0.33088 0.52885
8 C -1.30221 0.81233 1.60822
9 O -1.49492 1.75949 2.34834
10 O -0.23351 0.00079 1.73849
11 H 0.05950 -2.90203 -1.99970
12 H 0.99797 -1.60673 -2.34129
13 H -0.58820 -0.38073 -3.28111
14 H -1.54176 -1.87939 -3.43267
15 H -2.89143 1.15946 0.07901
16 H -3.03861 -0.42458 0.86994
17 O 3.47608 -1.81099 -1.08017
18 S 2.87432 -1.45353 0.17857
19 O 3.75387 -1.25985 1.29943
20 O 2.02028 -0.08874 -0.13044
21 O 1.64549 -2.29930 0.46325
22 N 1.27584 2.51900 2.71798
23 N 1.15972 2.76225 1.34966
24 H 0.43580 2.03072 3.02950
25 H 1.42004 3.41452 3.15420
26 H 0.19648 3.00714 1.09089
27 H 1.43607 1.87150 0.88738

Computed properties:
spin multiplicity = 4
HOMO energy (alpha / beta) = 0.94 / -2.39 eV
energy relative to the best compared isomer or geometry (same formula, charge and spin) = 0.000 eV
E_tot = -61128.954 eV
E_LUMO (alpha / beta) = 5.383 / 5.276 eV
⟨S²⟩ = 3.756
net charge = -2

***

# 3
This record from the Open Molecules 2025 dataset describes a gas-phase ion, C4H10NO (charge -1) in a non-equilibrium geometry. The level of theory is ωB97M-V with the def2-TZVPD basis set.

Cartesian coordinates (Å):
1 C 0.72185 -0.09790 -2.69341
2 N 0.29752 -0.53364 -1.41287
3 C -0.70468 0.31198 -0.71925
4 C -0.98362 -0.00213 0.72997
5 C 0.32836 0.07592 1.62824
6 O 0.13788 0.06977 2.95012
7 H -0.13191 0.19770 -3.31338
8 H 1.38982 0.79141 -2.73811
9 H 1.29839 -0.85586 -3.23401
10 H 1.04236 -0.57529 -0.72723
11 H -0.40066 1.36874 -0.67191
12 H -1.61390 0.14816 -1.32107
13 H -1.45225 -0.99060 0.86988
14 H -1.74875 0.73510 0.99931
15 H 0.74379 1.05368 1.25565
16 H 0.92300 -0.75535 1.18374

Computed properties:
spin multiplicity = 1
HOMO energy = -2.23 eV
energy relative to the best compared isomer or geometry (same formula, charge and spin) = 0.926 eV
E_tot = -7846.611 eV
E_LUMO = 3.792 eV
net charge = -1

***

# 4
This record from the Open Molecules 2025 dataset describes a gas-phase ion, C4H10NO (charge -1) in a non-equilibrium geometry. The level of theory is ωB97M-V with the def2-TZVPD basis set.

Cartesian coordinates (Å):
1 C 1.52975 -0.05242 1.06377
2 C 0.19706 0.43775 0.53676
3 C -1.02760 -0.48109 0.95128
4 N 0.35234 0.71077 -1.07378
5 C -0.54835 -0.22857 -1.81687
6 O -0.20210 1.95143 -1.30058
7 H 2.24609 0.69042 0.53349
8 H 1.61728 -0.01509 2.20498
9 H 1.84670 -1.09460 0.86742
10 H -0.07584 1.40479 0.85060
11 H -1.58240 0.15161 1.56896
12 H -0.64050 -1.40254 1.47939
13 H -1.62779 -0.81815 0.13272
14 H -0.40481 -1.22381 -1.51832
15 H -1.55327 0.06198 -1.64481
16 H -0.12657 -0.09246 -2.83502

Computed properties:
spin multiplicity = 1
HOMO energy = -1.25 eV
energy relative to the best compared isomer or geometry (same formula, charge and spin) = 2.954 eV
E_tot = -7844.582 eV
E_LUMO = 4.193 eV
net charge = -1

***

# 5
This record from the Open Molecules 2025 dataset describes 2 unconnected molecules or ions with the total composition C4H10NO. The level of theory is ωB97M-V with the def2-TZVPD basis set.

Cartesian coordinates (Å):
1 C -0.60235 0.75061 1.33093
2 O -1.03948 0.49988 0.08843
3 C 0.93183 0.73200 1.44302
4 C 1.53251 -0.60647 1.02729
5 H -1.02765 0.01238 2.07339
6 H -0.91688 1.75222 1.74293
7 H 1.23795 0.98125 2.47373
8 H 1.27687 1.51643 0.76451
9 H 2.62438 -0.58040 1.09572
10 H 1.25294 -0.82780 -0.00100
11 H 1.13216 -1.41207 1.64645
12 C -1.49461 -0.64389 -3.05526
13 N -0.38188 -0.62001 -2.46570
14 H -1.59727 -1.07068 -4.06917
15 H -2.40409 -0.23847 -2.59532
16 H -0.52443 -0.24496 -1.49995

Computed properties:
spin multiplicity = 2
HOMO energy (alpha / beta) = 4.65 / -0.09 eV
energy relative to the best compared isomer or geometry (same formula, charge and spin) = 0.662 eV
E_tot = -7842.314 eV
E_LUMO (alpha / beta) = 6.649 / 6.493 eV
⟨S²⟩ = 0.752
net charge = -2

***

# 6
This record from the Open Molecules 2025 dataset describes a gas-phase ion, C4H10NO (charge +1) in a non-equilibrium geometry. The level of theory is ωB97M-V with the def2-TZVPD basis set.

Cartesian coordinates (Å):
1 C 1.91833 -0.13348 0.66858
2 C 0.91982 -0.54780 -0.37476
3 N -0.01199 0.62096 -0.65091
4 C -1.22565 0.68358 0.19746
5 C -2.22787 -0.50735 -0.05854
6 O -1.89089 -1.53005 -0.55548
7 H 1.43106 0.12348 1.60962
8 H 2.70118 0.59081 0.44288
9 H 2.52134 -1.00268 0.95965
10 H 1.33056 -0.90947 -1.31015
11 H 0.38073 -1.41564 -0.00281
12 H 0.53253 1.47832 -0.61773
13 H -0.31682 0.53561 -1.62590
14 H -1.86791 1.46442 -0.22402
15 H -0.97524 0.71377 1.25228
16 H -3.21918 -0.16447 0.28982

Computed properties:
spin multiplicity = 1
HOMO energy = -14.81 eV
energy relative to the best compared isomer or geometry (same formula, charge and spin) = 1.217 eV
E_tot = -7840.100 eV
E_LUMO = -3.606 eV
net charge = +1

***

Going through the records in order, we get molecular weight values of 146.15, 309.16, 88.13, 88.13, 88.13, 88.13 u.